17
Properties=species:S:1:pos:R:3:lowdin_charge:R:1 method="wB97M-V/def2-TZVPD" relative_energy_kcal_mol=30.8 multiplicity=1 lumo_energy_ha=0.0358 homo_lumo_gap_ha=0.3400
C 1.51292 1.49150 -0.13307 -0.18
C 2.19237 0.72297 -1.23663 -0.18
H 1.17113 2.43687 -0.55185 0.07
H 0.57224 1.06110 0.29557 0.05
H 2.21260 1.59779 0.66597 0.05
H 2.93097 -0.04803 -0.86334 0.08
H 2.65168 1.45956 -1.90439 0.06
H 1.56171 0.23167 -1.97734 0.05
C -1.92633 -0.70101 -0.78909 -0.50
C -1.30580 -1.38347 1.98329 -0.42
S -2.43023 -1.53780 0.59488 0.75
H -1.40522 -1.38126 -1.37015 0.00
H -2.85315 -0.35640 -1.30357 0.05
H -1.43817 0.25202 -0.46128 0.05
H -0.39588 -1.66976 1.78087 -0.05
H -1.85658 -1.85626 2.86879 0.06
H -1.19425 -0.31947 2.40135 0.06

***

13
Properties=species:S:1:pos:R:3:lowdin_charge:R:1 method="wB97M-V/def2-TZVPD" relative_energy_kcal_mol=37.9 multiplicity=1 lumo_energy_ha=0.0328 homo_lumo_gap_ha=0.3503
C 1.05462 -1.91707 -0.72416 -0.03
C 0.61276 -0.53707 -0.34270 -0.37
N 1.13148 0.50655 -0.93910 0.10
O 0.42059 1.60472 -0.44004 0.00
C -0.49155 1.17512 0.43752 -0.40
N -1.29844 2.13494 1.01309 0.14
C -0.41689 -0.17971 0.57287 0.01
H 2.10177 -1.91827 -1.03800 0.08
H 0.92117 -2.61766 0.10720 0.08
H 0.45118 -2.26614 -1.57127 0.08
H -2.25070 1.82115 1.16929 0.10
H -1.25438 3.01717 0.51926 0.10
H -0.98160 -0.82373 1.23604 0.11

***

75
Properties=species:S:1:pos:R:3:lowdin_charge:R:1 method="wB97M-V/def2-TZVPD" total_charge=+2 relative_energy_kcal_mol=13.4 multiplicity=2 s2=0.920 lumo_energy_ha="-0.2844 / -0.2434" homo_lumo_gap_ha="0.2211 / 0.2634"
V -0.46691 -0.75719 0.77250 0.87
C 1.73371 0.00019 -1.51737 -0.08
C 1.68619 -1.21701 -2.16195 -0.04
C 1.87799 -2.39885 -1.43542 -0.05
C 2.12162 -2.35165 -0.07742 -0.09
C 2.18539 -1.11413 0.58372 -0.14
C 1.97427 0.06100 -0.13700 -0.12
H 1.60328 0.91735 -2.07701 0.11
H 1.52084 -1.26110 -3.23019 0.12
H 1.86297 -3.35264 -1.94708 0.13
H 2.29088 -3.26107 0.48404 0.12
H 2.45562 -1.07805 1.63052 0.12
H 2.07744 1.02340 0.35173 0.12
C -2.56603 5.39782 -3.25551 -0.03
O -1.88684 4.57199 -2.30190 -0.10
C -1.29484 5.19120 -1.25304 -0.22
C -1.36179 6.55012 -0.97279 0.01
C -0.68947 7.05693 0.13125 -0.04
C 0.06601 6.23864 0.95651 -0.06
C 0.14992 4.88401 0.67332 -0.02
C -0.54347 4.36740 -0.40884 -0.16
N -0.48662 2.96756 -0.71618 0.19
C -1.00648 2.01748 0.05108 -0.32
N -1.43944 2.26404 1.27546 0.22
C -2.22002 1.32908 2.00379 -0.14
C -2.08569 -0.04614 1.84965 -0.14
C -3.01528 -0.87126 2.48741 -0.11
C -3.99443 -0.32001 3.29566 -0.04
C -4.06289 1.04891 3.52155 0.02
C -3.17274 1.88759 2.86909 -0.22
O -3.13620 3.23421 2.96197 -0.08
C -4.07623 3.87227 3.83506 -0.03
N -1.05135 0.71744 -0.37974 0.00
C -1.94422 0.36896 -1.41008 -0.17
C -2.67634 1.23148 -2.22264 0.02
C -3.56801 0.70035 -3.14277 -0.04
C -3.75656 -0.66839 -3.25617 -0.04
C -3.05247 -1.54728 -2.44088 0.02
C -2.15664 -1.00004 -1.54905 -0.18
O -1.41377 -1.76454 -0.62308 -0.24
C -1.49704 -3.21886 -0.73278 0.02
H -2.90406 4.72759 -4.03957 0.10
H -1.88413 6.13658 -3.67664 0.11
H -3.42218 5.89138 -2.79482 0.10
H -1.93035 7.21625 -1.60421 0.12
H -0.75287 8.11661 0.33776 0.12
H 0.60380 6.65148 1.79742 0.12
H 0.76822 4.23155 1.27899 0.12
H -0.25347 2.69295 -1.66102 0.17
H -1.45428 3.22492 1.60664 0.15
H -2.96212 -1.94502 2.38188 0.09
H -4.70731 -0.96914 3.78630 0.12
H -4.81494 1.45269 4.18260 0.12
H -3.86355 4.93399 3.77064 0.10
H -3.93661 3.53030 4.86073 0.10
H -5.09654 3.67903 3.50341 0.11
H -2.56082 2.30453 -2.14152 0.10
H -4.13410 1.37078 -3.77424 0.12
H -4.46284 -1.06419 -3.97186 0.12
H -3.21647 -2.61108 -2.51703 0.12
H -2.50654 -3.52533 -0.47093 0.12
H -0.77452 -3.61495 -0.02686 0.07
H -1.22919 -3.49402 -1.74947 0.12
F 0.31702 1.12292 7.03383 0.18
C 0.20400 0.32205 5.99369 -0.11
C -0.16556 -1.00509 6.17079 -0.12
F -0.40547 -1.45827 7.38488 0.17
C -0.29869 -1.84584 5.07311 -0.21
F -0.67921 -3.09702 5.26673 0.13
C -0.06114 -1.38351 3.78332 -0.44
S -0.29847 -2.40329 2.37256 0.86
C 0.31758 -0.06017 3.66120 -0.19
F 0.55219 0.43193 2.38731 -0.01
C 0.44740 0.81136 4.71503 -0.13
F 0.78150 2.07982 4.51654 0.15

***

13
Properties=species:S:1:pos:R:3:lowdin_charge:R:1 method="wB97M-V/def2-TZVPD" total_charge=+2 relative_energy_kcal_mol=62.8 multiplicity=2 s2=1.083 lumo_energy_ha="-0.4042 / -0.4437" homo_lumo_gap_ha="0.2178 / 0.1688"
O -4.49779 3.75640 4.41769 -0.14
C -4.02359 4.65830 3.50927 -0.28
O -4.88076 5.77472 3.33211 -0.10
C -5.16480 6.49689 4.56381 -0.18
Mg -5.38340 4.77161 5.77266 1.21
H -3.90393 4.22170 2.50108 0.20
H -6.03814 7.12723 4.33981 0.08
H -4.31439 7.17767 4.76880 0.05
H -2.97409 5.11392 3.91993 0.18
O -1.88365 7.14779 5.47336 0.07
C -1.99078 5.92324 5.25658 -0.35
O -1.18467 5.07359 5.68845 0.08
Al -0.26505 6.61773 6.28480 1.18

***

10
Properties=species:S:1:pos:R:3:lowdin_charge:R:1 method="wB97M-V/def2-TZVPD" total_charge=-1 relative_energy_kcal_mol=37.4 multiplicity=1 lumo_energy_ha=0.1124 homo_lumo_gap_ha=0.2694
C 1.70566 1.14560 -1.61708 -0.67
C -0.94487 -0.68199 1.60269 -0.43
O 0.67743 0.41334 -1.54129 -0.20
O 2.14200 1.78671 -2.60850 -0.15
Si -0.87990 -1.82862 0.03855 0.61
H 0.04338 -0.30022 1.73957 -0.02
H -1.60465 0.11556 1.26362 -0.02
H -1.44406 -1.17416 2.41756 -0.02
H 2.14788 1.40596 -0.64440 0.07
H -1.84286 -0.88218 -0.65074 -0.18

***

6
Properties=species:S:1:pos:R:3:lowdin_charge:R:1 method="wB97M-V/def2-TZVPD" total_charge=+1 multiplicity=6 s2=8.766 lumo_energy_ha="-0.1821 / -0.1793" homo_lumo_gap_ha="0.2561 / 0.2504"
H 0.54218 -0.34289 0.20556 -0.15
O 2.37239 -0.24520 -1.40496 0.09
C 1.62104 -0.91027 -0.78125 -0.12
Li -1.72992 0.43918 0.39511 0.43
Mn -0.02160 0.14073 2.04705 0.67
H 1.35100 -1.94797 -0.89802 0.08

***

14
Properties=species:S:1:pos:R:3:lowdin_charge:R:1 method="wB97M-V/def2-TZVPD" relative_energy_kcal_mol=34.4 multiplicity=1 lumo_energy_ha=0.0460 homo_lumo_gap_ha=0.3812
C -1.63925 -0.89960 0.24991 -0.07
N 1.45270 0.34204 0.05154 -0.11
N 2.69758 -0.09850 0.03216 0.01
N -0.95751 1.42657 0.01560 0.03
C -0.74931 0.09212 -0.50177 -0.52
N 0.60465 -0.42372 -0.47451 0.01
H 3.34327 0.38376 0.63241 0.09
H 2.89543 -1.05082 -0.26425 0.10
H -0.69518 1.45444 0.99620 0.06
H -0.35876 2.08415 -0.47288 0.06
H -1.03993 0.09313 -1.56267 0.13
H -1.35725 -0.92482 1.30050 0.07
H -1.52147 -1.89347 -0.17101 0.07
H -2.67494 -0.58526 0.16875 0.07